1.
Below is a molecular structure, C16H42F6NiO8P at a distorted geometry, with properties calculated with ωB97M-V with the def2-TZVPD basis set.

Structure (ORCA input):
```
! RIJCOSX wB97M-V def2-TZVPD def2/J DEFGRID3
* xyz 1 3
Ni -10.77 -18.74 5.92
P -7.63 -18.94 7.62
F -8.63 -18.87 8.91
F -7.99 -17.40 7.35
F -6.41 -18.72 8.60
F -6.67 -18.91 6.37
F -7.50 -20.54 7.74
F -9.04 -19.35 6.71
C -8.08 -21.10 11.35
C -8.87 -21.69 12.54
C -7.81 -21.79 13.64
O -6.86 -20.78 13.33
C -6.69 -20.82 11.91
H -8.50 -20.17 10.97
H -8.05 -21.84 10.55
H -9.31 -22.66 12.30
H -9.68 -21.04 12.85
H -7.32 -22.75 13.80
H -8.20 -21.54 14.63
H -5.94 -21.57 11.63
H -6.28 -19.86 11.59
C -5.36 -21.99 5.59
C -6.41 -23.06 5.34
C -5.63 -24.32 5.69
O -4.83 -23.96 6.81
C -4.63 -22.54 6.83
H -5.89 -21.06 5.74
H -4.62 -21.87 4.80
H -6.71 -23.11 4.29
H -7.28 -22.95 6.00
H -5.02 -24.70 4.86
H -6.28 -25.16 5.96
H -3.57 -22.28 6.87
H -5.15 -22.17 7.73
C -7.65 -14.02 8.86
O -8.88 -13.79 9.54
H -7.30 -13.16 8.27
H -6.87 -14.20 9.59
H -7.74 -14.84 8.14
H -9.61 -13.64 8.93
C -10.85 -21.23 7.74
O -11.64 -20.29 6.94
H -10.69 -20.86 8.75
H -11.43 -22.15 7.78
H -9.90 -21.47 7.28
H -12.53 -20.28 7.30
C -7.78 -16.92 11.55
O -7.02 -16.20 12.49
H -8.86 -16.83 11.68
H -7.64 -16.62 10.50
H -7.49 -17.98 11.56
H -6.15 -16.08 12.10
C -9.20 -20.95 4.03
O -10.35 -20.14 4.40
H -9.49 -21.82 3.45
H -8.49 -20.41 3.40
H -8.70 -21.27 4.94
H -11.14 -20.50 3.99
C -8.94 -17.13 3.89
O -9.72 -17.18 5.08
C -9.98 -15.88 5.65
C -10.45 -16.06 7.10
O -10.83 -17.39 7.37
C -11.41 -17.54 8.67
H -9.33 -16.39 3.19
H -8.99 -18.12 3.44
H -7.90 -16.91 4.13
H -10.73 -15.38 5.04
H -9.05 -15.31 5.65
H -11.28 -15.37 7.30
H -9.66 -15.71 7.78
H -12.43 -17.14 8.69
H -10.85 -16.98 9.41
H -11.45 -18.60 8.92
*
```

Calculated values
- gap between HOMO and LUMO (spin up / spin down) (Eh) = 0.256 / 0.206
- <S²> = 2.0029
- lowest unoccupied orbital energy (spin up / spin down) (eV) = -4.06 / -5.42
- maximum force (eV/A) = 2.0

Table of Löwdin atomic charges, one value per atom, all in e: Ni 0.92; P 0.21; F -0.15; F -0.12; F -0.09; F -0.10; F -0.13; F -0.22; C -0.16; C -0.15; C -0.22; O -0.13; C -0.20; H 0.08; H 0.10; H 0.10; H 0.10; H 0.12; H 0.12; H 0.12; H 0.10; C -0.17; C -0.19; C -0.21; O -0.13; C -0.17; H 0.07; H 0.12; H 0.11; H 0.10; H 0.12; H 0.12; H 0.12; H 0.11; C -0.16; O -0.11; H 0.08; H 0.08; H 0.05; H 0.06; C -0.04; O -0.15; H 0.09; H 0.10; H 0.08; H 0.12; C -0.17; O -0.09; H 0.08; H 0.06; H 0.06; H 0.08; C -0.04; O -0.15; H 0.10; H 0.09; H 0.07; H 0.11; C -0.02; O -0.27; C -0.11; C -0.16; O -0.27; C -0.01; H 0.11; H 0.08; H 0.12; H 0.14; H 0.14; H 0.14; H 0.10; H 0.11; H 0.11; H 0.08

***

2.
Below is a molecular structure, C16H43BeClF2LiNNbO12P3 at a distorted geometry, with properties calculated with ωB97M-V with the def2-TZVPD basis set.

Structure (ORCA input):
```
! RIJCOSX wB97M-V def2-TZVPD def2/J DEFGRID3
* xyz 0 1
C 8.09 -2.10 2.28
O 7.20 -3.06 1.91
C 7.15 -3.18 0.51
C 5.86 -3.87 0.06
C 4.83 -4.12 1.21
Nb 3.15 -2.61 1.41
C 1.87 -0.75 1.59
C 1.97 0.28 0.46
C 2.08 1.74 0.96
F 3.09 0.09 -0.38
P 5.16 -0.96 1.80
N 5.99 -1.29 3.17
C 1.48 -4.12 1.35
C 1.60 -5.26 2.37
F 0.19 -3.57 1.50
H 9.13 -2.43 2.23
H 7.80 -1.68 3.42
H 8.02 -1.21 1.62
H 7.27 -2.21 0.01
H 8.01 -3.77 0.17
H 6.08 -4.82 -0.43
H 5.40 -3.21 -0.69
H 5.28 -4.31 2.19
H 4.31 -5.05 0.93
H 3.23 -2.46 -0.42
H 3.15 -2.79 3.25
H 0.82 -0.98 1.76
H 2.23 -0.22 2.49
H 1.08 0.27 -0.18
H 2.80 2.31 0.37
H 1.10 2.21 0.87
H 2.39 1.81 2.01
H 6.01 -0.94 0.66
H 4.64 0.36 1.89
H 5.90 -0.51 3.83
H 1.51 -4.60 0.35
H 2.53 -5.81 2.28
H 1.47 -4.92 3.40
H 0.79 -5.96 2.14
C -4.01 5.25 -2.91
O -2.73 5.72 -2.49
P -1.93 4.64 -1.30
O -2.31 5.44 -0.09
O -0.47 5.06 -1.86
C -0.10 6.44 -1.86
O -1.28 3.28 -0.61
C -2.06 2.64 0.41
H -4.43 5.96 -3.63
H -3.91 4.27 -3.39
H -4.67 5.19 -2.04
H -0.63 7.01 -1.09
H -0.31 6.89 -2.85
H 0.97 6.51 -1.68
H -3.12 2.65 0.16
H -1.91 3.15 1.36
H -1.72 1.61 0.50
Be -1.80 5.82 -4.16
C -8.29 0.08 -4.90
O -8.41 1.50 -4.68
P -8.14 2.05 -3.11
O -9.55 2.19 -2.65
O -7.49 3.46 -3.63
C -8.30 4.32 -4.46
O -7.31 2.31 -1.69
C -7.70 1.58 -0.51
H -8.49 -0.12 -5.94
H -7.28 -0.27 -4.66
H -9.02 -0.46 -4.29
H -9.36 4.17 -4.28
H -8.07 4.13 -5.51
H -8.04 5.36 -4.23
H -7.95 0.54 -0.76
H -8.56 2.06 -0.05
H -6.86 1.58 0.18
Cl 8.24 -2.83 4.64
C 2.21 -7.82 4.84
O 3.02 -6.87 4.69
O 2.44 -8.55 6.02
O 1.28 -8.19 4.12
H 3.19 -8.01 6.31
Li -5.85 3.95 -2.27
*
```

Calculated values
- gap between HOMO and LUMO (Eh) = 0.040
- lowest unoccupied orbital energy (eV) = -4.15
- maximum force (eV/A) = 7.0

Table of Löwdin atomic charges, one value per atom, all in e: C -0.33; O -0.26; C -0.28; C -0.26; C -0.33; Nb 1.41; C -0.33; C -0.48; C -0.06; F -0.15; P 0.73; N -0.26; C -0.49; C -0.13; F -0.14; H 0.09; H -0.04; H 0.09; H 0.09; H 0.13; H 0.10; H 0.05; H 0.06; H 0.06; H -0.08; H -0.06; H 0.05; H 0.02; H 0.12; H 0.07; H 0.05; H 0.06; H -0.02; H -0.05; H 0.03; H 0.08; H 0.06; H 0.06; H 0.08; C -0.25; O -0.43; P 0.60; O -0.25; O -0.30; C -0.13; O -0.25; C -0.11; H 0.08; H 0.07; H 0.05; H 0.09; H 0.02; H 0.11; H 0.07; H 0.10; H 0.09; Be 0.56; C -0.09; O -0.22; P 0.61; O -0.21; O -0.35; C -0.07; O -0.33; C -0.07; H 0.10; H 0.09; H 0.09; H 0.10; H 0.10; H 0.09; H 0.10; H 0.10; H 0.09; Cl 0.23; C -0.85; O -0.10; O -0.01; O -0.05; H 0.07; Li 0.74

***

3.
Below is a molecular structure, C16H44BrFeN4O4 at a distorted geometry, with properties calculated with ωB97M-V with the def2-TZVPD basis set.

Structure (ORCA input):
```
! RIJCOSX wB97M-V def2-TZVPD def2/J DEFGRID3
* xyz 1 9
Fe 0.06 1.55 3.47
Br 0.67 1.48 1.09
C 4.49 -2.50 1.04
C 3.65 -1.58 0.17
C 2.16 -2.17 -0.10
O 2.23 -3.27 -0.90
C 2.42 -3.01 -2.28
N 3.51 -0.31 0.73
H 5.35 -1.95 1.42
H 4.91 -3.32 0.46
H 3.89 -2.87 1.87
H 4.08 -1.50 -0.84
H 1.54 -1.38 -0.56
H 1.73 -2.43 0.87
H 3.37 -2.50 -2.48
H 1.61 -2.38 -2.67
H 2.41 -3.96 -2.80
H 3.33 -0.35 1.75
H 2.74 0.23 0.34
C 0.75 -2.42 3.70
C -0.28 -1.59 2.97
C -1.50 -2.39 2.57
O -2.51 -1.47 2.21
C -3.78 -2.06 2.04
N -0.71 -0.42 3.84
H 0.36 -2.89 4.60
H 1.60 -1.78 3.96
H 1.14 -3.22 3.06
H 0.14 -1.11 2.08
H -1.84 -3.01 3.41
H -1.31 -3.09 1.75
H -4.51 -1.25 1.97
H -4.06 -2.70 2.89
H -3.81 -2.67 1.13
H -1.70 -0.30 3.57
H -0.81 -0.79 4.79
C 0.77 0.16 -4.19
C 1.34 1.05 -3.10
C 2.47 1.91 -3.62
O 3.50 1.16 -4.23
C 4.38 0.56 -3.32
N 0.31 1.92 -2.54
H -0.03 -0.48 -3.81
H 1.56 -0.46 -4.63
H 0.41 0.78 -5.01
H 1.75 0.38 -2.31
H 2.88 2.53 -2.82
H 2.06 2.56 -4.39
H 5.28 0.29 -3.87
H 3.99 -0.36 -2.85
H 4.67 1.24 -2.51
H -0.52 1.39 -2.30
H 0.67 2.27 -1.66
C -5.39 1.16 0.49
C -4.11 1.88 0.09
C -4.20 3.36 0.36
O -2.95 3.94 0.06
C -2.93 5.34 0.28
N -2.96 1.34 0.86
H -5.28 0.10 0.30
H -6.24 1.51 -0.10
H -5.60 1.38 1.53
H -3.95 1.78 -1.00
H -4.52 3.53 1.40
H -4.97 3.82 -0.29
H -3.17 5.59 1.32
H -3.68 5.84 -0.35
H -1.92 5.68 0.06
H -2.82 0.40 0.50
H -2.15 1.85 0.51
*
```

Calculated values
- energy relative to the best compared isomer or geometry (same formula, charge and spin) (kcal/mol) = 9.8
- gap between HOMO and LUMO (spin up / spin down) (Eh) = 0.177 / 0.147
- <S²> = 20.0131
- lowest unoccupied orbital energy (spin up / spin down) (eV) = -2.19 / -7.51
- maximum force (eV/A) = 2.2

Table of natural (NBO) atomic charges, one value per atom, all in e: Fe 0.64; Br -0.64; C -0.64; C -0.08; C -0.01; O -0.42; C -0.27; N -0.45; H 0.25; H 0.25; H 0.22; H 0.26; H 0.20; H 0.22; H 0.19; H 0.20; H 0.23; H 0.38; H 0.42; C -0.64; C -0.09; C -0.07; O -0.55; C -0.25; N -0.98; H 0.23; H 0.22; H 0.22; H 0.20; H 0.17; H 0.19; H 0.22; H 0.18; H 0.18; H 0.43; H 0.41; C -0.63; C -0.06; C -0.07; O -0.52; C -0.24; N -0.82; H 0.20; H 0.22; H 0.23; H 0.11; H 0.17; H 0.21; H 0.21; H 0.12; H 0.17; H 0.36; H 0.36; C -0.61; C -0.07; C -0.06; O -0.55; C -0.24; N -0.84; H 0.20; H 0.22; H 0.21; H 0.17; H 0.17; H 0.17; H 0.17; H 0.17; H 0.20; H 0.34; H 0.37

***

4.
Below is 5 unconnected molecules or ions with the total composition C16H44ClN4O8 at a distorted geometry, with properties calculated with ωB97M-V with the def2-TZVPD basis set.

Structure (ORCA input):
```
! RIJCOSX wB97M-V def2-TZVPD def2/J DEFGRID3
* xyz -1 1
Cl -0.77 -0.65 -0.53
O -1.89 -1.57 -0.68
O -0.69 -0.30 0.87
O 0.46 -1.23 -0.99
O -1.05 0.53 -1.32
C 2.10 1.66 -3.49
C 2.84 0.44 -4.03
C 3.85 0.00 -3.02
O 4.51 -1.19 -3.48
C 5.70 -1.44 -2.77
N 1.88 -0.67 -4.31
H 1.41 2.14 -4.19
H 2.83 2.49 -3.38
H 1.68 1.46 -2.51
H 3.30 0.71 -4.99
H 3.39 -0.27 -2.07
H 4.58 0.81 -2.88
H 6.21 -2.23 -3.32
H 5.45 -1.79 -1.76
H 6.34 -0.56 -2.74
H 0.92 -0.35 -4.22
H 1.99 -1.30 -3.52
C -5.04 -1.08 -2.76
C -5.30 0.09 -1.82
C -5.50 -0.36 -0.39
O -5.80 0.79 0.39
C -6.17 0.49 1.70
N -4.16 1.04 -1.94
H -4.11 -1.59 -2.53
H -5.09 -0.72 -3.78
H -5.84 -1.83 -2.70
H -6.17 0.66 -2.15
H -4.59 -0.82 0.00
H -6.34 -1.07 -0.30
H -6.76 -0.44 1.76
H -6.76 1.32 2.08
H -5.29 0.33 2.35
H -4.31 1.62 -1.11
H -3.34 0.49 -1.69
C -1.11 -3.29 2.37
C -0.19 -3.97 1.37
C 0.54 -5.16 1.95
O 1.39 -4.73 3.01
C 2.47 -5.57 3.22
N -1.02 -4.48 0.23
H -1.55 -4.09 2.99
H -1.92 -2.69 1.94
H -0.62 -2.58 3.04
H 0.48 -3.24 0.92
H 1.16 -5.54 1.13
H -0.19 -5.88 2.33
H 3.02 -5.83 2.30
H 2.17 -6.55 3.65
H 3.14 -5.09 3.93
H -0.40 -4.54 -0.58
H -1.63 -3.71 -0.03
C 3.37 6.01 3.17
C 2.46 5.64 2.01
C 1.87 4.25 2.30
O 0.71 4.07 1.52
C 0.16 2.77 1.64
N 1.44 6.68 1.83
H 4.17 5.27 3.26
H 2.86 6.04 4.14
H 3.84 6.98 3.00
H 3.10 5.58 1.13
H 1.65 4.13 3.37
H 2.59 3.47 2.02
H 0.80 2.01 1.19
H -0.79 2.78 1.11
H -0.09 2.55 2.69
H 0.66 6.23 1.34
H 0.99 6.82 2.74
*
```

Calculated values
- energy relative to the best compared isomer or geometry (same formula, charge and spin) (kcal/mol) = 1.6
- gap between HOMO and LUMO (Eh) = 0.340
- lowest unoccupied orbital energy (eV) = 2.74
- maximum force (eV/A) = 1.9

Table of Löwdin atomic charges, one value per atom, all in e: Cl 0.64; O -0.39; O -0.37; O -0.37; O -0.38; C -0.07; C -0.43; C -0.22; O -0.19; C -0.12; N 0.05; H 0.08; H 0.07; H 0.08; H 0.13; H 0.14; H 0.12; H 0.08; H 0.09; H 0.08; H 0.06; H 0.05; C -0.07; C -0.44; C -0.21; O -0.20; C -0.13; N 0.06; H 0.07; H 0.07; H 0.07; H 0.13; H 0.13; H 0.12; H 0.08; H 0.08; H 0.09; H 0.06; H 0.03; C -0.06; C -0.43; C -0.21; O -0.18; C -0.16; N 0.03; H 0.08; H 0.06; H 0.08; H 0.13; H 0.12; H 0.13; H 0.08; H 0.09; H 0.08; H 0.07; H 0.03; C -0.09; C -0.44; C -0.23; O -0.21; C -0.09; N 0.04; H 0.08; H 0.07; H 0.07; H 0.13; H 0.12; H 0.13; H 0.08; H 0.09; H 0.09; H 0.06; H 0.07

***

no.,electronic energy (hartree)
1,-3685.44383
2,-3355.60041
3,-4993.13661
4,-1916.89889